{
  "formula": "C3HINS",
  "method": "ωB97M-V/def2-TZVPD",
  "species": ["C", "C", "C", "N", "S", "I", "H"],
  "positions_angstrom": [[0.721, 1.536, -0.009], [0.642, -0.583, -0.005], [-0.690, -0.406, 0.011], [1.422, 0.531, -0.026], [-0.807, 1.940, 0.017], [-2.397, -1.457, 0.003], [1.108, -1.562, 0.009]],
  "forces_ev_per_a": [[1.34, -3.12, -0.06], [-0.22, -0.42, 0.03], [-0.85, 0.10, -0.01], [0.14, 3.15, 0.05], [-0.76, -0.18, 0.00], [0.58, 0.54, 0.02], [-0.23, -0.08, -0.03]],
  "multiplicity": 1,
  "lumo_ha": -0.28529,
  "charge": 1,
  "relative_energy_kj_mol": 75.9,
  "homo_ev": -14.322
}

---

{
  "formula": "C22H64N2O16",
  "method": "ωB97M-V/def2-TZVPD",
  "species": ["C", "O", "C", "C", "N", "C", "C", "O", "C", "H", "H", "H", "H", "H", "H", "H", "H", "H", "H", "H", "H", "H", "H", "H", "C", "O", "C", "C", "N", "C", "C", "O", "C", "H", "H", "H", "H", "H", "H", "H", "H", "H", "H", "H", "H", "H", "H", "H", "C", "C", "O", "O", "H", "H", "H", "H", "H", "H", "C", "C", "O", "O", "H", "H", "H", "H", "H", "H", "C", "C", "O", "O", "H", "H", "H", "H", "H", "H", "C", "C", "O", "O", "H", "H", "H", "H", "H", "H", "C", "C", "O", "O", "H", "H", "H", "H", "H", "H", "O", "H", "H", "O", "H", "H"],
  "positions_angstrom": [[1.133, -18.429, -2.597], [0.179, -17.916, -3.539], [0.277, -18.507, -4.805], [1.365, -17.796, -5.726], [0.842, -16.409, -5.966], [1.747, -15.564, -6.756], [2.771, -14.899, -5.831], [2.310, -13.707, -5.186], [2.362, -12.528, -5.964], [1.092, -19.517, -2.544], [0.913, -18.004, -1.617], [2.132, -18.167, -2.944], [-0.693, -18.292, -5.253], [0.285, -19.595, -4.742], [1.441, -18.289, -6.695], [2.357, -17.737, -5.280], [0.711, -15.950, -5.076], [1.127, -14.792, -7.211], [2.257, -16.213, -7.468], [3.698, -14.721, -6.376], [3.035, -15.553, -5.001], [1.985, -11.690, -5.378], [1.846, -12.614, -6.921], [3.371, -12.164, -6.159], [0.773, -11.603, 0.494], [1.850, -10.723, 0.321], [2.354, -10.890, -1.062], [3.317, -9.816, -1.349], [2.666, -8.473, -1.141], [3.626, -7.437, -0.968], [4.621, -7.462, 0.246], [3.932, -7.241, 1.480], [4.710, -7.058, 2.650], [-0.093, -11.375, -0.127], [0.446, -11.515, 1.530], [1.113, -12.634, 0.395], [1.508, -10.732, -1.731], [2.755, -11.891, -1.222], [3.669, -10.035, -2.357], [4.144, -9.856, -0.640], [2.231, -8.613, -0.240], [3.154, -6.459, -1.066], [4.236, -7.325, -1.864], [5.343, -6.647, 0.195], [5.233, -8.364, 0.269], [4.087, -6.794, 3.505], [5.400, -6.214, 2.657], [5.323, -7.921, 2.910], [0.173, -9.598, -6.269], [1.565, -10.096, -6.708], [1.669, -9.955, -8.085], [0.005, -8.222, -6.539], [0.037, -9.788, -5.205], [-0.671, -10.110, -6.733], [1.767, -11.118, -6.390], [2.363, -9.482, -6.290], [1.489, -9.018, -8.183], [-0.880, -8.017, -6.231], [2.311, -8.462, -3.900], [0.871, -7.996, -4.198], [0.457, -7.116, -3.139], [2.342, -9.527, -2.854], [2.975, -7.702, -3.489], [2.752, -8.916, -4.787], [0.113, -8.779, -4.181], [0.829, -7.366, -5.086], [0.972, -6.307, -3.101], [2.562, -9.121, -2.012], [-1.201, -12.105, -4.512], [-1.887, -12.594, -5.796], [-1.085, -13.641, -6.405], [-2.006, -11.062, -4.045], [-0.179, -11.743, -4.623], [-1.237, -12.977, -3.858], [-2.140, -11.809, -6.509], [-2.876, -13.026, -5.642], [-1.060, -14.448, -5.885], [-1.501, -10.702, -3.312], [3.561, -11.782, -3.003], [4.258, -13.045, -2.445], [4.473, -12.823, -1.080], [3.455, -11.774, -4.457], [4.094, -10.901, -2.645], [2.565, -11.697, -2.568], [5.222, -13.274, -2.899], [3.520, -13.835, -2.587], [5.180, -13.410, -0.804], [2.531, -11.856, -4.706], [1.186, -13.882, -3.056], [0.220, -14.048, -1.824], [0.422, -13.031, -0.782], [0.948, -14.846, -4.002], [2.208, -13.774, -2.693], [0.976, -12.901, -3.480], [0.205, -15.065, -1.431], [-0.783, -14.019, -2.251], [0.873, -13.471, -0.058], [1.556, -14.661, -4.722], [1.398, -10.999, -4.224], [0.516, -11.079, -3.860], [1.851, -10.405, -3.627], [-0.419, -10.702, -2.828], [-0.686, -11.218, -2.067], [-0.387, -9.800, -2.507]],
  "forces_ev_per_a": [[-0.34, 0.35, -0.93], [0.44, -0.40, 1.15], [0.13, 0.93, -1.10], [-1.75, 0.89, 0.57], [-0.01, -1.54, -0.91], [-0.45, -0.43, 1.29], [1.87, -0.07, -1.35], [2.85, 1.31, -3.26], [-0.19, -3.06, -4.57], [-0.19, -0.19, 0.06], [0.07, 0.06, -0.16], [0.25, 0.14, 0.30], [0.08, 0.16, -0.35], [0.76, -0.22, 0.02], [-0.01, -0.20, 0.04], [0.23, -0.42, 0.29], [-0.63, -1.02, -0.15], [0.27, 0.00, -0.47], [-0.01, 0.35, -0.31], [0.12, 0.41, 0.00], [0.05, -0.28, -0.09], [-3.42, -1.65, -3.61], [-0.49, -0.77, 0.01], [0.03, -0.91, -1.05], [0.78, 3.18, 4.68], [0.68, 0.30, -1.38], [-1.96, -0.39, 3.89], [7.78, -2.65, 8.85], [2.05, 2.89, 7.71], [1.98, 1.75, 0.06], [-0.39, 0.67, 0.46], [-0.47, -0.21, 0.03], [0.36, 0.11, 0.16], [0.31, 0.61, 0.42], [-0.07, 0.51, 0.33], [1.99, 4.63, 4.05], [-0.17, -0.62, 0.83], [-0.42, 0.83, 2.00], [1.15, 2.60, 2.96], [0.07, -0.40, 0.63], [-0.80, 0.01, 0.20], [-0.56, 0.05, 0.86], [0.50, -0.73, -0.12], [0.07, 0.27, -0.72], [-0.22, -0.36, 0.09], [-0.56, -0.50, -0.28], [0.22, 0.32, -0.88], [-0.15, -0.36, -0.09], [-0.14, -1.19, 0.34], [-1.07, 1.17, 0.13], [0.13, 0.05, -1.24], [-0.26, 0.12, -1.43], [0.00, -0.18, -1.05], [0.41, -0.54, -0.52], [-1.22, 2.51, -1.86], [-0.19, 0.06, 0.34], [-0.04, 0.16, -0.80], [-0.16, 0.29, -0.21], [-0.67, -1.69, 0.82], [1.58, 2.72, 2.08], [-0.80, -0.16, 1.06], [-6.12, 2.45, -14.49], [-0.38, 0.56, -0.51], [0.19, 0.30, 0.35], [0.64, 0.63, 0.11], [0.34, -0.79, 0.17], [0.16, -0.12, -0.26], [-4.12, 3.41, -3.58], [-2.24, -0.41, -1.60], [0.68, -1.53, -0.14], [0.02, 1.17, -0.73], [-4.52, -0.92, -3.13], [-1.41, -1.57, -1.62], [0.27, -0.06, 0.34], [0.90, 0.10, -0.20], [-0.10, 0.05, 0.86], [-0.22, 0.02, 0.37], [-2.33, 0.24, -1.26], [1.26, -1.78, -3.33], [-0.35, 0.61, -1.14], [0.51, -0.15, 1.27], [6.65, 1.13, 6.42], [1.50, -2.91, -1.48], [0.99, -0.86, -2.18], [-0.23, 0.09, -0.62], [1.35, -0.53, -0.06], [-0.05, 0.02, 0.23], [2.35, -0.26, 4.32], [-1.42, 1.29, 2.31], [-0.07, -0.65, -1.65], [-2.31, -7.10, -7.68], [-2.22, -1.99, 3.39], [-0.91, -0.78, -0.15], [-0.04, -0.20, 0.27], [0.66, -0.04, 0.30], [-0.30, 0.60, 0.26], [-0.86, -2.61, -1.68], [-1.47, 0.64, 1.05], [-2.71, -0.38, -1.11], [1.10, 0.39, 0.13], [0.68, 0.56, 0.94], [3.74, 1.97, 6.44], [0.30, -0.65, 0.78], [0.68, 0.85, 0.44]],
  "multiplicity": 1,
  "lumo_ha": 0.00836,
  "relative_energy_kj_mol": 2930.8,
  "homo_ev": -8.161
}

---

{
  "formula": "C2H8NO",
  "method": "ωB97M-V/def2-TZVPD",
  "species": ["C", "H", "H", "H", "H", "N", "C", "O", "H", "H", "H", "H"],
  "positions_angstrom": [[0.533, -1.442, -1.808], [-0.355, -1.662, -1.209], [1.425, -1.857, -1.309], [0.709, -0.365, -1.799], [0.454, -1.844, -2.829], [-1.215, 1.379, 1.624], [0.175, 0.975, 1.291], [0.125, 0.031, 0.281], [-1.529, 1.798, 0.757], [-1.701, 0.500, 1.642], [0.737, 1.931, 1.129], [0.641, 0.557, 2.229]],
  "forces_ev_per_a": [[0.59, -0.29, -0.28], [0.31, 0.17, -0.19], [-0.44, -0.10, -0.17], [-0.39, -0.21, -0.07], [0.01, 0.00, 0.11], [0.23, 1.06, 0.68], [-0.23, -1.91, -0.65], [0.82, 1.70, 1.31], [-0.21, 0.06, -0.14], [-0.25, -0.47, -0.01], [-0.13, -0.20, -0.44], [-0.31, 0.18, -0.16]],
  "multiplicity": 1,
  "lumo_ha": 0.16897,
  "charge": -1,
  "relative_energy_kj_mol": 51.7,
  "homo_ev": -2.441
}

---

{
  "formula": "C4H8O4",
  "method": "ωB97M-V/def2-TZVPD",
  "species": ["C", "C", "C", "O", "H", "H", "H", "H", "H", "H", "C", "O", "O", "O", "H", "H"],
  "positions_angstrom": [[-1.402, 1.316, -0.067], [0.941, 0.430, -0.559], [1.555, 1.412, 0.088], [-0.614, 0.256, -0.614], [1.331, -0.118, -1.404], [-2.419, 1.213, -0.448], [-1.007, 2.284, -0.379], [-1.403, 1.253, 1.025], [1.114, 1.957, 0.911], [2.587, 1.630, -0.162], [-0.842, -1.489, 0.368], [0.644, -1.383, 0.757], [1.358, -2.490, 0.166], [-1.165, -2.394, -0.378], [0.727, -2.724, -0.552], [-1.403, -1.152, 1.248]],
  "forces_ev_per_a": [[0.43, -0.05, 0.07], [-2.75, 1.79, -0.99], [-0.36, -0.59, -0.17], [2.81, 0.60, 0.20], [-0.01, -0.25, 0.32], [0.15, -0.18, 0.02], [0.03, -0.05, 0.04], [-0.08, 0.15, 0.00], [-0.14, 0.11, -0.17], [-0.04, -0.24, 0.15], [2.23, -3.24, 0.53], [-2.17, -1.15, -0.21], [-0.69, 0.64, -0.22], [0.39, 1.96, 0.76], [0.21, -0.25, 0.23], [0.00, 0.74, -0.55]],
  "multiplicity": 1,
  "lumo_ha": 0.02895,
  "relative_energy_kj_mol": 714.0,
  "homo_ev": -9.487,
  "smiles": "C=COC.O=COO"
}